A structure of composition C40H41AlN5O2STe2 at a distorted geometry. Source: the OMol25 dataset; level of theory: wB97M-V/def2-TZVPD.

Atoms and positions in Å:
Al: -0.8926 0.5956 0.1190
N: 0.1789 -6.6201 0.5628
C: -0.3913 -5.4277 0.9867
C: -0.0232 -4.2249 0.3806
C: -0.5200 -3.0243 0.8443
C: -1.4147 -3.0120 1.9026
C: -1.8144 -4.1989 2.4995
C: -1.3035 -5.4007 2.0462
S: -1.9482 -1.5177 2.6967
O: -3.2022 -1.7924 3.3335
O: -0.8723 -1.1330 3.5937
N: -2.0711 -0.3986 1.5099
C: -3.1603 0.4092 1.4493
N: -4.0087 0.6204 2.4583
C: -4.9979 1.4682 2.2364
C: -5.1912 2.1024 1.0181
C: -4.2368 1.8539 0.0515
N: -3.2186 1.0321 0.2584
H: 0.5630 -6.6051 -0.3672
H: -0.3240 -7.4619 0.7847
H: 0.6549 -4.2305 -0.4663
H: -0.2590 -2.1000 0.3391
H: -2.5350 -4.1616 3.3057
H: -1.6023 -6.3300 2.5174
H: -5.6510 1.6554 3.0831
H: -6.0120 2.7824 0.8486
H: -4.2617 2.3407 -0.9166
Te: 1.2954 0.0699 1.8435
C: 1.4850 1.3823 3.5281
C: 1.5395 0.8544 4.8140
C: 1.6393 1.6897 5.9166
C: 1.6755 3.0660 5.7491
C: 1.6420 3.5965 4.4674
C: 1.5626 2.7602 3.3637
C: 2.9273 1.2078 1.0192
C: 4.1789 1.0012 1.5928
C: 5.2840 1.7254 1.1759
C: 5.1479 2.6734 0.1694
C: 3.9083 2.8798 -0.4169
C: 2.8063 2.1501 0.0086
H: 1.4840 -0.2171 4.9470
H: 1.6940 1.2618 6.9104
H: 1.7237 3.7219 6.6097
H: 1.6783 4.6693 4.3213
H: 1.5625 3.1916 2.3717
H: 4.2804 0.2683 2.3864
H: 6.2498 1.5473 1.6332
H: 6.0027 3.2603 -0.1443
H: 3.7933 3.6185 -1.2012
H: 1.8421 2.3174 -0.4551
C: -3.6629 -0.9235 -2.6562
C: -2.7625 -1.5702 -1.5987
C: -3.5192 -2.6528 -0.8269
C: -1.4895 -2.0767 -2.2436
C: -1.5800 -3.1561 -3.1033
C: -0.4762 -3.6541 -3.7736
C: 0.7331 -3.0007 -3.6018
C: 0.8830 -1.9013 -2.7673
C: 2.2757 -1.2958 -2.7451
C: 3.0086 -1.6563 -1.4534
C: 2.2416 0.2099 -3.0131
C: -0.2353 -1.4096 -1.9966
N: -0.1460 -0.4437 -1.0514
H: -4.5784 -0.5268 -2.2075
H: -3.9371 -1.6524 -3.4221
H: -3.1299 -0.1057 -3.1451
H: -2.4799 -0.7997 -0.8854
H: -3.9122 -3.4210 -1.4977
H: -4.3639 -2.2190 -0.2839
H: -2.8658 -3.1378 -0.1007
H: -2.5402 -3.6388 -3.2639
H: -0.5575 -4.5064 -4.4377
H: 1.6054 -3.3517 -4.1470
H: 2.8406 -1.7544 -3.5650
H: 2.4204 -1.3518 -0.5938
H: 3.9813 -1.1607 -1.3984
H: 3.1635 -2.7366 -1.3979
H: 1.5566 0.6734 -2.3104
H: 1.8953 0.3990 -4.0326
H: 3.2306 0.6575 -2.8922
Te: -0.8920 3.2099 0.5141
C: -0.0133 4.0791 -1.2102
C: 0.2141 5.4533 -1.2076
C: 0.7143 6.0895 -2.3319
C: 1.0124 5.3575 -3.4739
C: 0.8069 3.9850 -3.4767
C: 0.2893 3.3502 -2.3566
H: -0.0196 6.0237 -0.3162
H: 0.8686 7.1617 -2.3165
H: 1.3827 5.8561 -4.3610
H: 1.0424 3.3996 -4.3572
H: 0.1073 2.2816 -2.3802

Values from the calculation:
Gap between HOMO and LUMO (eV): 5.884
Charge: -1
E (eV): -85713.383
LUMO level (eV): 2.2573
Energy above the lowest of the compared OMol25 structures with the same formula, charge and spin (kcal per mole): 25.5

A structure of composition C40H41Cl2N4O3Sn at a distorted geometry. Source: the OMol25 dataset; level of theory: wB97M-V/def2-TZVPD.

Atoms and positions in Å:
Sn: 0.5376 0.0858 -0.9589
C: -0.8675 -5.0167 1.0248
C: -0.0882 -3.6997 1.1609
C: 0.1629 -3.4051 2.6469
C: 1.2082 -3.7475 0.3795
C: 2.2636 -4.4862 0.8958
C: 3.4924 -4.5226 0.2638
C: 3.6573 -3.8558 -0.9367
C: 2.6261 -3.1290 -1.5181
C: 2.8409 -2.6619 -2.9475
C: 2.5004 -1.2044 -3.2606
C: 2.0812 -3.6126 -3.8844
C: 1.3887 -3.0451 -0.8413
N: 0.3680 -2.2428 -1.3731
C: -0.8172 -2.7500 -1.7563
O: -1.0285 -3.9262 -2.0326
C: -1.9221 -1.7490 -1.9580
C: -3.1600 -2.1737 -2.4186
C: -4.1511 -1.2277 -2.6305
C: -3.8749 0.1085 -2.3763
C: -2.6222 0.4468 -1.8896
N: -1.6770 -0.4740 -1.6818
C: -2.3222 1.8842 -1.5672
O: -3.1167 2.7606 -1.8583
N: -1.0887 2.1198 -1.0536
C: -0.7040 3.2509 -0.4191
C: -1.4045 3.7689 0.7284
C: -0.9291 4.9235 1.3133
C: 0.2291 5.5459 0.8596
C: 0.9268 5.0319 -0.2278
C: 0.4815 3.9107 -0.8924
C: 1.1944 3.4562 -2.1446
C: 2.6347 3.0224 -1.8400
C: 1.1825 4.5675 -3.2021
C: -2.6199 3.1026 1.3326
C: -2.4856 2.9829 2.8563
C: -3.8961 3.8893 0.9927
H: -1.7289 -5.0112 1.6976
H: -0.2314 -5.8623 1.2897
H: -1.2181 -5.1548 0.0053
H: -0.7090 -2.8945 0.7606
H: 0.5428 -4.2864 3.1627
H: -0.7702 -3.1139 3.1343
H: 0.8893 -2.5972 2.7635
H: 2.1284 -5.0451 1.8138
H: 4.3148 -5.0786 0.6944
H: 4.6064 -3.9280 -1.4549
H: 3.9084 -2.7851 -3.1470
H: 1.4220 -1.0587 -3.3401
H: 2.9406 -0.9281 -4.2200
H: 2.9100 -0.5397 -2.4936
H: 1.0049 -3.5326 -3.7267
H: 2.3727 -4.6455 -3.6979
H: 2.3040 -3.3742 -4.9266
H: -3.3059 -3.2281 -2.6039
H: -5.1247 -1.5267 -2.9945
H: -4.5984 0.8945 -2.5374
H: -1.4582 5.3532 2.1532
H: 0.5900 6.4366 1.3568
H: 1.8201 5.5382 -0.5685
H: 0.6558 2.6026 -2.5591
H: 3.2281 3.8627 -1.4765
H: 3.1020 2.6422 -2.7485
H: 2.6634 2.2363 -1.0830
H: 1.7009 5.4559 -2.8412
H: 0.1605 4.8465 -3.4599
H: 1.6862 4.2251 -4.1058
H: -2.7123 2.0944 0.9213
H: -2.6267 3.9499 3.3380
H: -1.5035 2.5979 3.1389
H: -3.2480 2.3067 3.2432
H: -3.7878 4.9349 1.2844
H: -4.7461 3.4671 1.5310
H: -4.1027 3.8522 -0.0723
Cl: 4.4030 0.6498 2.6486
C: 2.7594 0.4200 3.0220
C: 2.3298 0.4719 4.3394
C: 1.0083 0.2366 4.6581
Cl: 0.5230 0.2993 6.2960
C: 0.0381 -0.0460 3.6431
C: -1.3118 -0.3326 3.9031
C: -2.1658 -0.5691 2.8554
C: -1.6701 -0.4993 1.5540
N: -0.4023 -0.2429 1.2860
C: 0.4575 -0.0426 2.3003
C: 1.8588 0.1444 1.9470
O: 2.2332 0.0362 0.7623
H: 3.0442 0.6939 5.1197
H: -1.6614 -0.3712 4.9254
H: -3.2074 -0.8051 3.0193
H: -2.3172 -0.6775 0.7036

Values from the calculation:
Gap between HOMO and LUMO (spin up / spin down) (eV): 4.402 / 4.641
Charge: +1
E (eV): -85120.342
LUMO level (spin up / spin down) (eV): -5.8172 / -5.5632
Energy above the lowest of the compared OMol25 structures with the same formula, charge and spin (kcal per mole): 12.8

A structure of composition C40H41N5P2SSiTi at a distorted geometry. Source: the OMol25 dataset; level of theory: wB97M-V/def2-TZVPD.

Atoms and positions in Å:
Ti: -0.1904 -0.4109 1.7857
N: 0.7919 1.1301 5.5877
C: 0.2101 0.9133 4.3816
S: -0.9123 -0.4207 4.2116
N: 0.5582 1.7064 3.4035
N: -0.2070 1.3991 2.2660
C: -1.3283 2.1279 1.9554
C: -1.5299 3.4959 2.4414
C: -2.7583 3.9074 2.9537
C: -2.9346 5.2021 3.4162
C: -1.8793 6.1020 3.3947
C: -0.6446 5.6951 2.9061
C: -0.4722 4.4064 2.4342
C: -2.2875 1.3716 1.2976
C: -3.4256 1.9190 0.6106
C: -4.3341 1.1088 0.0236
C: -4.1576 -0.3110 0.0867
C: -3.0430 -0.7973 0.6768
N: -2.0830 -0.0148 1.2647
H: 0.4520 0.6194 6.3820
H: 1.2547 2.0106 5.7330
H: -3.5740 3.1990 3.0129
H: -3.8967 5.5022 3.8101
H: -2.0140 7.1090 3.7656
H: 0.1874 6.3868 2.8918
H: 0.4931 4.0888 2.0580
H: -3.5219 2.9937 0.5585
H: -5.1791 1.5262 -0.5074
H: -4.8760 -0.9867 -0.3536
H: -2.8490 -1.8694 0.7109
N: -0.3688 -1.1566 -1.9237
P: 0.3055 -1.7637 -0.4630
C: 0.4856 -3.5049 -0.9190
C: 0.7225 -3.8799 -2.2418
C: 0.8546 -5.2190 -2.5681
C: 0.7484 -6.1905 -1.5823
C: 0.5017 -5.8227 -0.2688
C: 0.3650 -4.4836 0.0610
C: 1.9580 -1.0128 -0.6193
C: 2.1433 0.1595 0.0990
C: 3.3120 0.8943 0.0001
C: 4.3265 0.4319 -0.8272
C: 4.1657 -0.7532 -1.5314
C: 2.9853 -1.4742 -1.4321
P: -0.7170 0.5477 -1.8982
C: 0.7244 1.2119 -2.7984
C: 1.1762 2.4729 -2.4266
C: 2.2697 3.0441 -3.0640
C: 2.9291 2.3431 -4.0608
C: 2.4931 1.0748 -4.4254
C: 1.3946 0.5138 -3.7994
C: -1.9810 0.5807 -3.2200
C: -2.9744 -0.3879 -3.3050
C: -3.9849 -0.2877 -4.2483
C: -4.0287 0.7970 -5.1103
C: -3.0502 1.7761 -5.0269
C: -2.0327 1.6681 -4.0923
H: -1.1395 -1.7245 -2.2669
H: 0.7983 -3.1222 -3.0112
H: 1.0387 -5.5047 -3.5950
H: 0.8555 -7.2349 -1.8408
H: 0.4126 -6.5760 0.5018
H: 0.1753 -4.2013 1.0847
H: 1.3551 0.5767 0.7350
H: 3.4254 1.8100 0.5639
H: 5.2478 0.9915 -0.9156
H: 4.9644 -1.1176 -2.1626
H: 2.8745 -2.4015 -1.9809
H: 0.6731 3.0046 -1.6264
H: 2.6126 4.0278 -2.7721
H: 3.7882 2.7801 -4.5520
H: 3.0137 0.5261 -5.1992
H: 1.0532 -0.4755 -4.0767
H: -2.9888 -1.2261 -2.6193
H: -4.7440 -1.0570 -4.3026
H: -4.8194 0.8783 -5.8432
H: -3.0733 2.6257 -5.6966
H: -1.2682 2.4319 -4.0487
C: 2.4375 -1.5534 4.3505
Si: 1.4774 -2.1484 2.8249
C: 0.3857 -3.5990 3.4500
C: 2.8837 -2.9714 1.8231
H: 3.2686 -2.2387 4.5254
H: 1.8088 -1.5366 5.2391
H: 2.8499 -0.5508 4.2227
H: 0.8859 -4.5637 3.3394
H: -0.5868 -3.6662 2.9526
H: 0.1699 -3.4485 4.5081
H: 3.2620 -3.8200 2.3971
H: 3.7077 -2.2656 1.6950
H: 2.6219 -3.3381 0.8295

Values from the calculation:
Gap between HOMO and LUMO (spin up / spin down) (eV): 5.903 / 5.914
E (eV): -110002.227
LUMO level (spin up / spin down) (eV): -0.0293 / -0.0371
Energy above the lowest of the compared OMol25 structures with the same formula, charge and spin (kcal per mole): 50.0

A structure of composition C40H41N5Pb. Source: the OMol25 dataset; level of theory: wB97M-V/def2-TZVPD.

Atoms and positions in Å:
Pb: -0.0768 -0.6632 0.3725
C: -0.5901 -5.5300 -0.3866
C: 0.0354 -4.8602 0.8341
C: 0.7543 -5.9114 1.6939
C: 0.9951 -3.7363 0.4887
C: 1.5699 -2.9757 1.5069
C: 2.5027 -1.9730 1.2384
C: 2.9318 -1.7224 -0.0685
C: 4.0551 -0.7639 -0.3426
C: 2.3241 -2.4464 -1.0888
C: 1.3716 -3.4259 -0.8176
H: -1.3296 -6.2597 -0.0600
H: 0.1644 -6.0625 -0.9681
H: -1.0968 -4.8151 -1.0381
H: -0.7729 -4.4299 1.4389
H: 1.6430 -6.2786 1.1784
H: 0.0935 -6.7579 1.8785
H: 1.0630 -5.5112 2.6599
H: 1.3455 -3.2145 2.5393
H: 2.9906 -1.4686 2.0668
H: 3.9333 0.1717 0.2074
H: 4.1315 -0.5441 -1.4066
H: 5.0001 -1.2072 -0.0232
H: 2.6223 -2.2686 -2.1152
H: 0.9519 -3.9815 -1.6453
C: -2.5093 -2.7453 4.0191
C: -1.5140 -2.0674 3.2990
N: -1.7591 -1.2920 2.2653
C: -3.0558 -1.1013 1.8872
C: -4.1198 -1.7980 2.5094
C: -3.8065 -2.6316 3.6059
C: -5.4355 -1.6433 2.0175
C: -5.6777 -0.8254 0.9519
C: -4.6320 -0.0873 0.3664
C: -3.3514 -0.1908 0.8375
N: -2.2745 0.6440 0.3284
C: -2.1503 1.8825 1.0879
C: -3.2115 2.7413 1.1985
C: -3.0960 3.9825 1.8490
C: -1.9071 4.3522 2.4049
C: -0.8027 3.4732 2.3607
C: 0.4257 3.8012 2.9747
C: 1.4627 2.9123 2.9376
C: 1.2669 1.6935 2.2793
N: 0.1412 1.3542 1.6902
C: -0.9151 2.2189 1.7052
H: -2.2377 -3.3630 4.8632
H: -0.4737 -2.1767 3.5818
H: -4.6016 -3.1654 4.1112
H: -6.2421 -2.1879 2.4912
H: -6.6802 -0.7183 0.5612
H: -4.8483 0.5662 -0.4704
H: -4.1634 2.4733 0.7604
H: -3.9518 4.6420 1.8878
H: -1.7938 5.3097 2.8968
H: 0.5213 4.7542 3.4797
H: 2.4071 3.1248 3.4175
H: 2.0710 0.9647 2.2400
N: 1.0327 0.9835 -1.0790
C: 1.7159 1.7771 -1.5850
N: 2.4756 2.6556 -2.1580
C: 2.3597 2.9838 -3.5911
C: 3.6757 2.6789 -4.2959
C: 4.8354 3.3928 -3.5991
C: 4.9070 2.9863 -2.1260
C: 3.5867 3.2968 -1.4317
H: 2.1251 4.0485 -3.6684
H: 1.5327 2.4141 -4.0119
H: 3.5989 2.9936 -5.3369
H: 3.8462 1.5989 -4.2857
H: 4.6939 4.4752 -3.6708
H: 5.7727 3.1510 -4.0987
H: 5.7099 3.5191 -1.6152
H: 5.1150 1.9159 -2.0490
H: 3.4074 4.3753 -1.4358
H: 3.5755 2.9509 -0.3983
C: -2.0366 0.9181 -3.8979
C: -2.0236 2.0774 -3.1393
C: -2.1404 2.0239 -1.7553
C: -2.2627 0.7955 -1.1224
C: -2.2953 -0.3733 -1.8873
C: -2.1844 -0.3085 -3.2670
H: -1.9574 0.9728 -4.9751
H: -1.9279 3.0435 -3.6173
H: -2.1323 2.9411 -1.1851
H: -2.4798 -1.3294 -1.4064
H: -2.2235 -1.2192 -3.8498

Values from the calculation:
Gap between HOMO and LUMO (eV): 8.017
Charge: +2
E (eV): -54833.068
LUMO level (eV): -5.5398
Energy above the lowest of the compared OMol25 structures with the same formula, charge and spin (kcal per mole): 0.0

A structure of composition C40H41O11PS2Ti at a distorted geometry. Source: the OMol25 dataset; level of theory: wB97M-V/def2-TZVPD.

Atoms and positions in Å:
Ti: 9.5788 10.0643 12.5941
O: 8.5305 11.7476 12.8708
C: 9.4937 11.7248 13.7937
C: 9.5539 12.5848 14.9004
C: 8.6235 13.7359 14.9631
C: 8.5608 14.5568 16.0301
C: 9.3333 14.2554 17.1505
C: 10.2007 13.1836 17.2108
C: 10.3480 12.3613 16.0026
P: 11.4172 10.8351 15.7447
C: 12.8343 11.4386 14.7922
C: 13.6910 10.4070 14.3445
C: 14.8590 10.7746 13.6094
C: 15.2141 12.0874 13.3879
C: 14.3295 13.0620 13.8088
C: 13.1100 12.7547 14.4026
C: 12.2337 10.7117 17.3821
C: 11.9110 9.6379 18.2117
C: 12.3605 9.5423 19.5120
C: 13.0060 10.6385 20.0846
C: 13.4843 11.6687 19.2764
C: 13.1728 11.6503 17.9069
H: 7.8976 13.9360 14.2253
H: 7.8921 15.3919 16.1269
H: 9.2203 15.0227 17.9716
H: 10.7281 13.0077 18.1206
H: 13.4340 9.3488 14.5416
H: 15.5713 10.0210 13.2309
H: 16.0979 12.3440 12.8923
H: 14.5788 14.1404 13.5882
H: 12.4087 13.5420 14.7446
H: 11.4163 8.7366 17.8046
H: 12.1908 8.7031 20.1448
H: 13.3655 10.5728 21.1445
H: 14.2113 12.3648 19.6885
H: 13.6193 12.4435 17.3091
C: 8.0949 12.6764 8.1079
C: 8.0206 11.9382 9.5160
C: 6.5320 11.8844 9.8391
O: 8.6982 12.7880 10.4292
C: 8.6728 10.4970 9.5038
O: 9.1099 10.1672 8.3709
O: 8.8163 9.9025 10.6362
H: 7.3606 13.4517 8.2147
H: 7.7173 12.0568 7.3139
H: 9.0516 13.1270 7.8753
H: 6.0127 12.8595 9.7169
H: 6.3621 11.6142 10.8945
H: 6.0146 11.1316 9.2241
H: 8.4779 12.5058 11.3330
O: 10.9660 6.2737 17.2009
C: 10.7037 6.8328 16.1305
C: 11.6090 7.2796 14.9900
O: 12.8086 7.0861 14.8215
C: 10.8097 8.0097 14.1394
C: 9.4512 8.0128 14.5512
O: 8.5746 8.7286 13.8689
C: 9.2366 7.3028 15.7639
O: 8.2579 7.1324 16.5632
O: 11.1653 8.5881 12.9862
C: 11.7141 6.3246 9.0355
C: 12.1853 7.3640 10.0450
S: 12.7378 6.2900 11.3968
O: 13.6227 5.2339 10.8076
C: 13.8733 7.4357 12.1929
C: 15.1830 7.5507 11.4212
H: 11.4920 6.7797 8.0413
H: 10.7597 5.8637 9.3436
H: 12.4087 5.5364 8.8658
H: 11.3560 7.9369 10.5114
H: 13.0366 7.9044 9.6524
H: 14.0269 6.9911 13.2096
H: 13.2928 8.3336 12.4587
H: 15.3353 6.6207 10.8447
H: 16.0552 7.7071 12.0750
H: 15.2202 8.3051 10.6787
C: 14.5209 9.7565 6.0719
C: 14.0232 10.3418 7.3732
C: 12.6945 10.5498 7.5581
C: 12.2169 10.9722 8.8012
C: 13.0844 11.2517 9.8457
C: 14.4340 11.1386 9.6236
C: 14.8475 10.7126 8.3938
S: 12.3138 11.6077 11.3779
C: 12.0416 13.3934 11.1864
O: 11.0411 10.8209 11.3283
H: 13.8562 8.9963 5.7071
H: 15.5751 9.2380 6.1896
H: 14.6167 10.6302 5.4227
H: 12.0067 10.2641 6.7435
H: 11.0886 10.9032 8.9487
H: 15.1377 11.4595 10.3991
H: 15.9064 10.5506 8.1868
H: 11.2783 13.6376 10.4056
H: 12.9985 13.8327 10.8915
H: 11.7453 13.7649 12.1421

Values from the calculation:
Gap between HOMO and LUMO (spin up / spin down) (eV): 4.220 / 6.323
Charge: -2
E (eV): -118743.108
LUMO level (spin up / spin down) (eV): 3.7351 / 3.7345
Energy above the lowest of the compared OMol25 structures with the same formula, charge and spin (kcal per mole): 31.6
Spin multiplicity: 3
<S²>: 2.029